[1]
{"formula": "C37H41BGeNO12P2STa", "method": "wB97M-V/def2-TZVPD", "species": ["Ta", "C", "C", "O", "P", "O", "O", "O", "P", "O", "O", "O", "H", "H", "H", "H", "H", "H", "H", "C", "C", "C", "C", "C", "C", "C", "C", "O", "B", "O", "C", "C", "H", "H", "H", "H", "H", "H", "H", "H", "H", "H", "H", "H", "C", "Ge", "C", "C", "C", "C", "C", "C", "C", "C", "C", "C", "C", "C", "C", "C", "C", "C", "C", "C", "H", "H", "H", "H", "H", "H", "H", "H", "H", "H", "H", "H", "H", "H", "H", "H", "N", "C", "C", "C", "C", "C", "C", "S", "O", "O", "O", "H", "H", "H", "H", "H", "H"], "xyz": [[-0.532, 1.056, 0.108], [-2.532, 5.005, 0.700], [-2.962, 3.608, 1.120], [-4.355, 3.588, 1.464], [-1.969, 2.931, 2.525], [-2.908, 2.254, 3.453], [-1.358, 4.253, 3.191], [-0.777, 2.183, 1.908], [-2.846, 2.401, -0.225], [-4.026, 2.667, -1.224], [-2.774, 1.012, 0.383], [-1.489, 2.573, -0.946], [-2.726, 5.702, 1.512], [-3.088, 5.325, -0.182], [-1.466, 5.027, 0.469], [-4.444, 3.097, 2.298], [-4.607, 1.548, 4.243], [-1.363, 4.208, 4.157], [-4.875, 2.760, -0.759], [-0.108, -6.744, -4.404], [-1.388, -6.295, -3.684], [-2.604, -6.637, -4.557], [-1.509, -7.079, -2.377], [-1.321, -4.784, -3.446], [-1.350, -3.916, -4.542], [-1.272, -2.533, -4.415], [-1.158, -2.034, -3.138], [-1.063, -0.725, -2.718], [-0.968, -0.777, -1.329], [-1.033, -2.114, -0.896], [-1.130, -2.877, -2.046], [-1.209, -4.247, -2.160], [-0.136, -7.821, -4.591], [0.775, -6.524, -3.800], [0.005, -6.238, -5.364], [-2.688, -7.720, -4.670], [-2.521, -6.210, -5.557], [-3.526, -6.266, -4.105], [-1.602, -8.143, -2.600], [-2.390, -6.778, -1.805], [-0.627, -6.954, -1.745], [-1.434, -4.332, -5.538], [-1.301, -1.878, -5.276], [-1.193, -4.867, -1.275], [1.212, 0.408, -0.334], [2.763, 1.605, -0.132], [4.203, 0.736, -1.119], [4.082, 0.557, -2.498], [5.089, -0.060, -3.224], [6.238, -0.503, -2.579], [6.373, -0.327, -1.210], [5.358, 0.286, -0.484], [2.604, 3.448, -0.750], [3.768, 4.221, -0.755], [3.740, 5.552, -1.142], [2.544, 6.135, -1.543], [1.385, 5.376, -1.562], [1.419, 4.042, -1.170], [3.190, 1.625, 1.783], [3.217, 0.421, 2.491], [3.447, 0.397, 3.860], [3.655, 1.587, 4.546], [3.636, 2.791, 3.857], [3.407, 2.808, 2.485], [1.705, -0.545, -0.538], [3.191, 0.901, -3.015], [4.980, -0.194, -4.293], [7.026, -0.983, -3.146], [7.269, -0.666, -0.704], [5.477, 0.418, 0.587], [4.715, 3.781, -0.457], [4.654, 6.134, -1.139], [2.522, 7.172, -1.852], [0.451, 5.812, -1.896], [0.500, 3.477, -1.237], [3.065, -0.521, 1.968], [3.467, -0.547, 4.391], [3.832, 1.574, 5.614], [3.792, 3.722, 4.388], [3.375, 3.760, 1.966], [-0.495, -0.629, 1.588], [-1.555, -0.821, 2.550], [-1.324, -0.417, 3.855], [-2.379, -0.368, 4.747], [-3.640, -0.748, 4.311], [-3.847, -1.256, 3.037], [-2.793, -1.288, 2.141], [-5.020, -0.287, 5.305], [-6.130, -1.150, 5.063], [-4.555, -0.055, 6.636], [-5.394, 1.089, 4.620], [0.382, -0.470, 2.077], [-0.388, -1.457, 0.998], [-0.338, -0.077, 4.153], [-2.244, -0.003, 5.756], [-4.840, -1.557, 2.732], [-2.945, -1.612, 1.119]], "e_tot_ha": -5632.2204}

[2]
{"formula": "LiO20S5Sr5", "method": "wB97M-V/def2-TZVPD", "species": ["Sr", "Sr", "Sr", "Sr", "Sr", "Li", "S", "O", "O", "O", "O", "S", "O", "O", "O", "O", "S", "O", "O", "O", "O", "S", "O", "O", "O", "O", "S", "O", "O", "O", "O"], "xyz": [[1.007, 0.935, -1.253], [0.339, -3.113, -1.992], [-0.891, 2.606, 1.590], [-4.148, -1.619, 0.007], [1.805, -1.694, 3.326], [-3.129, -0.879, 2.835], [2.504, -0.940, -3.499], [3.268, 0.129, -2.760], [2.033, -0.508, -4.799], [3.403, -2.052, -3.715], [1.341, -1.203, -2.654], [-5.802, 0.346, 1.527], [-5.538, 1.197, 0.450], [-6.621, -0.813, 1.170], [-4.571, -0.269, 1.856], [-6.527, 0.912, 2.643], [-0.697, -0.850, 0.863], [-2.124, -0.845, 1.239], [-0.309, -1.423, -0.439], [-0.419, 0.624, 0.804], [-0.118, -1.635, 2.000], [3.198, -2.041, 0.445], [3.523, -2.463, 1.799], [2.627, -0.732, 0.591], [4.436, -1.820, -0.215], [2.239, -2.853, -0.240], [1.871, 4.190, -0.298], [0.803, 3.124, -0.229], [2.230, 4.927, 1.029], [3.078, 3.721, -0.892], [1.188, 5.041, -1.188]], "total_charge": 1, "e_tot_ha": -3656.8814}

[3]
{"formula": "CH4N2O2", "method": "wB97M-V/def2-TZVPD", "species": ["O", "N", "C", "N", "O", "H", "H", "H", "H"], "xyz": [[1.246, -0.228, 1.946], [0.224, -0.192, 0.927], [0.537, 0.011, -0.340], [-0.477, -0.151, -1.217], [-1.602, 0.669, -1.202], [2.079, -0.725, 1.788], [1.596, -0.291, -0.665], [0.123, -0.254, -2.318], [-2.402, 0.074, -0.685]], "e_tot_ha": -300.2793, "smiles": "O/N=C/NO"}

[4]
{"formula": "H14O6S2", "method": "wB97M-V/def2-TZVPD", "species": ["S", "S", "H", "H", "H", "H", "O", "H", "H", "O", "H", "H", "O", "H", "H", "O", "H", "H", "O", "H", "H", "O"], "xyz": [[-2.732, -0.372, 1.119], [-1.365, 0.895, 2.264], [-3.401, -0.598, 2.299], [-1.077, 1.560, 1.143], [2.186, 1.847, 0.055], [2.340, 0.236, -0.005], [1.895, 0.970, -0.365], [-0.211, 1.349, -2.810], [1.001, 0.772, -2.170], [0.770, 1.398, -2.882], [-2.305, -1.236, -2.388], [-0.925, -1.338, -2.941], [-1.455, -1.173, -2.063], [0.797, -2.915, -2.749], [2.282, -2.674, -3.164], [1.605, -2.483, -2.516], [0.628, 4.084, 3.233], [1.281, 3.054, 2.328], [0.894, 3.955, 2.352], [-0.941, -3.163, 2.868], [-0.685, -1.649, 2.950], [-0.583, -2.520, 3.440]], "multiplicity": 2, "total_charge": -1, "e_tot_ha": -1256.1597, "s2": 0.75}

[5]
{"formula": "C5H12N2", "method": "wB97M-V/def2-TZVPD", "species": ["C", "C", "C", "C", "N", "N", "C", "H", "H", "H", "H", "H", "H", "H", "H", "H", "H", "H", "H"], "xyz": [[-1.714, -0.369, 1.070], [-0.495, -0.172, 0.610], [0.219, -1.162, -0.273], [-0.017, -0.905, -1.762], [0.325, 0.449, -2.138], [0.176, 1.073, 0.811], [1.293, 1.073, 1.757], [-2.304, -1.219, 0.756], [-2.220, 0.352, 1.706], [1.295, -1.155, -0.118], [-0.185, -2.138, -0.006], [-1.050, -1.162, -2.026], [0.641, -1.565, -2.325], [0.160, 1.188, -1.475], [0.069, 0.684, -3.083], [-0.502, 1.769, 1.069], [1.643, 0.075, 2.019], [2.154, 1.598, 1.340], [1.009, 1.592, 2.672]], "e_tot_ha": -307.1819, "smiles": "C=C(CCN)NC"}

[6]
{"formula": "C6H17NO", "method": "wB97M-V/def2-TZVPD", "species": ["C", "C", "C", "C", "C", "C", "N", "H", "H", "H", "H", "H", "H", "H", "H", "H", "H", "H", "H", "H", "H", "H", "O", "H", "H"], "xyz": [[1.098, -2.372, 0.011], [0.721, -0.834, 0.090], [1.151, -0.416, 1.636], [-0.824, -0.570, -0.011], [-1.282, 0.761, -0.463], [-1.760, 1.662, 0.613], [-2.406, 0.513, -1.529], [1.930, -2.741, 0.509], [0.855, -2.585, -1.023], [0.220, -3.022, 0.530], [1.336, -0.215, -0.569], [1.902, 0.317, 1.712], [1.248, -1.174, 2.343], [0.263, 0.118, 2.041], [-1.277, -0.919, 0.941], [-1.033, -1.167, -1.009], [-0.370, 1.299, -0.859], [-2.103, 2.554, 0.390], [-1.065, 1.754, 1.503], [-2.626, 1.066, 0.898], [-2.070, 0.553, -2.493], [-2.975, 1.494, -1.501], [3.344, 1.485, -1.211], [2.794, 1.447, -1.966], [2.930, 0.995, -0.583]], "e_tot_ha": -368.6924, "smiles": "CC(C)C[C@H](C)N.O"}

[7]
{"formula": "C26H38N2PPtS2Si2", "method": "wB97M-V/def2-TZVPD", "species": ["Pt", "N", "C", "C", "C", "C", "N", "H", "H", "H", "H", "H", "H", "H", "H", "H", "H", "H", "H", "C", "Si", "C", "C", "C", "C", "C", "C", "C", "Si", "C", "C", "H", "H", "H", "H", "H", "H", "H", "H", "H", "H", "H", "H", "H", "H", "H", "H", "S", "P", "S", "C", "C", "C", "C", "C", "C", "C", "C", "C", "C", "C", "C", "H", "H", "H", "H", "H", "H", "H", "H", "H", "H"], "xyz": [[-0.355, 0.400, 0.124], [-0.901, -1.014, -1.787], [-2.337, -0.904, -2.036], [-3.077, -0.722, -0.719], [-3.246, -1.950, 0.189], [-2.471, -1.833, 1.510], [-1.039, -1.628, 1.325], [-0.358, -0.769, -2.605], [-0.638, -1.943, -1.493], [-2.748, -1.749, -2.607], [-2.485, 0.002, -2.626], [-4.051, -0.279, -0.931], [-2.444, -0.003, -0.181], [-2.954, -2.859, -0.354], [-4.294, -2.070, 0.472], [-2.697, -2.718, 2.122], [-2.836, -0.952, 2.043], [-0.599, -2.436, 0.905], [-0.580, -1.449, 2.210], [2.796, -0.103, 2.085], [1.183, 0.920, 1.840], [0.655, 1.233, 3.658], [1.815, 2.632, 1.234], [2.470, 3.498, 2.112], [2.995, 4.711, 1.686], [2.872, 5.076, 0.354], [2.191, 4.237, -0.518], [1.649, 3.021, -0.097], [0.704, 1.895, -1.334], [-0.282, 3.020, -2.521], [2.151, 1.284, -2.447], [3.480, 0.461, 2.724], [3.291, -0.292, 1.131], [2.599, -1.066, 2.564], [1.512, 1.546, 4.258], [0.226, 0.341, 4.124], [-0.101, 2.017, 3.693], [2.573, 3.228, 3.159], [3.501, 5.366, 2.388], [3.300, 6.008, 0.000], [2.084, 4.542, -1.556], [0.306, 3.894, -2.805], [-1.214, 3.362, -2.065], [-0.540, 2.478, -3.436], [2.659, 2.152, -2.877], [1.809, 0.651, -3.272], [2.877, 0.718, -1.863], [-4.047, 3.147, -0.985], [-3.661, 2.849, 0.917], [-1.952, 1.932, 1.522], [-3.555, 4.405, 1.875], [-2.913, 5.495, 1.296], [-2.613, 6.612, 2.058], [-2.949, 6.646, 3.405], [-3.599, 5.565, 3.983], [-3.900, 4.445, 3.223], [-5.057, 1.947, 1.715], [-4.840, 0.966, 2.678], [-5.910, 0.254, 3.203], [-7.202, 0.505, 2.762], [-7.424, 1.492, 1.811], [-6.358, 2.212, 1.295], [-2.643, 5.443, 0.248], [-2.092, 7.450, 1.611], [-2.696, 7.511, 4.006], [-3.852, 5.585, 5.036], [-4.391, 3.591, 3.672], [-3.825, 0.773, 3.001], [-5.734, -0.503, 3.959], [-8.032, -0.069, 3.155], [-8.432, 1.698, 1.470], [-6.515, 2.982, 0.549]], "total_charge": -1, "e_tot_ha": -2959.2702}